{
  "formula": "C47H47N7O4",
  "method": "ωB97M-V with the def2-TZVPD basis set",
  "species": ["N", "C", "C", "C", "C", "C", "H", "H", "H", "H", "H", "N", "C", "C", "C", "C", "C", "H", "H", "H", "H", "H", "N", "C", "C", "C", "C", "C", "H", "H", "H", "H", "H", "N", "C", "C", "C", "C", "C", "H", "H", "H", "H", "H", "N", "C", "C", "C", "C", "C", "H", "H", "H", "H", "H", "N", "C", "C", "C", "C", "C", "H", "H", "H", "H", "H", "N", "C", "C", "C", "C", "C", "H", "H", "H", "H", "H", "C", "C", "C", "C", "C", "C", "O", "O", "H", "H", "H", "H", "H", "H", "C", "C", "C", "C", "C", "C", "O", "O", "H", "H", "H", "H", "H", "H"],
  "xyz": [[-0.822, 5.256, 5.948], [0.029, 4.207, 6.174], [0.369, 3.384, 5.106], [-0.137, 3.618, 3.835], [-0.997, 4.790, 3.566], [-1.249, 5.594, 4.651], [0.414, 4.016, 7.068], [1.103, 2.675, 5.238], [0.237, 3.164, 2.892], [-1.050, 5.087, 2.524], [-1.985, 6.422, 4.753], [3.357, 2.576, 1.249], [4.649, 2.375, 1.771], [4.937, 1.390, 2.724], [3.990, 0.473, 3.042], [2.741, 0.626, 2.587], [2.426, 1.656, 1.787], [5.245, 3.253, 2.038], [5.867, 1.368, 3.224], [4.261, -0.193, 3.889], [1.865, 0.012, 3.034], [1.596, 1.669, 1.430], [-2.635, 1.454, -4.859], [-2.590, 2.362, -3.811], [-3.819, 2.600, -3.147], [-4.846, 1.829, -3.454], [-4.680, 0.771, -4.391], [-3.539, 0.611, -5.095], [-1.787, 3.013, -3.740], [-4.045, 3.426, -2.431], [-5.816, 1.997, -3.005], [-5.605, 0.243, -4.619], [-3.350, -0.124, -6.009], [-2.900, -0.785, 5.088], [-3.751, -1.748, 5.407], [-5.026, -1.558, 6.003], [-5.414, -0.292, 6.190], [-4.496, 0.726, 5.808], [-3.351, 0.455, 5.230], [-3.468, -2.695, 5.234], [-5.534, -2.423, 6.084], [-6.115, -0.208, 6.925], [-4.747, 1.708, 6.028], [-2.466, 1.094, 4.657], [-5.888, -4.045, 1.278], [-6.185, -3.128, 2.143], [-5.266, -2.109, 2.508], [-4.026, -2.205, 1.972], [-3.505, -3.293, 1.217], [-4.577, -4.158, 0.828], [-7.323, -3.138, 2.456], [-5.423, -1.579, 3.372], [-3.241, -1.467, 2.083], [-2.550, -3.622, 0.945], [-4.122, -4.828, -0.003], [1.636, 3.982, -4.930], [1.951, 2.676, -4.732], [1.344, 1.595, -5.405], [0.626, 1.946, -6.636], [0.424, 3.316, -6.967], [0.763, 4.274, -6.034], [2.692, 2.779, -4.033], [1.411, 0.377, -5.290], [0.019, 1.159, -7.232], [-0.251, 3.466, -7.922], [0.511, 5.307, -6.319], [4.283, -2.360, -6.307], [2.925, -2.213, -6.300], [2.241, -2.239, -5.135], [2.850, -2.470, -3.874], [4.281, -2.629, -3.946], [4.928, -2.459, -5.181], [2.473, -1.887, -7.204], [1.250, -2.231, -5.070], [2.267, -2.460, -3.010], [4.754, -2.790, -3.143], [6.007, -2.443, -5.359], [3.805, -4.884, 0.160], [3.275, -3.517, -0.267], [4.076, -2.371, 0.047], [5.288, -2.555, 0.783], [5.724, -3.783, 1.107], [5.004, -5.001, 0.761], [5.518, -6.281, 0.986], [3.608, -1.144, -0.253], [3.097, -5.639, -0.185], [2.298, -3.386, -0.740], [5.910, -1.527, 1.006], [6.701, -4.066, 1.441], [5.139, -7.139, 0.881], [4.292, -0.597, 0.046], [-1.010, 1.438, 0.578], [-0.749, 1.502, -0.917], [-0.220, 0.412, -1.527], [-0.099, -0.785, -0.780], [-0.459, -0.921, 0.619], [-0.779, 0.260, 1.329], [-0.848, 0.415, 2.642], [-0.088, 0.347, -2.856], [-1.329, 2.352, 1.241], [-1.089, 2.545, -1.321], [0.276, -1.745, -1.141], [-0.335, -1.720, 1.146], [-0.664, -0.383, 3.231], [-0.438, 1.155, -3.423]],
  "lumo_ev": 0.36,
  "relative_energy_ev": 2.1354,
  "total_energy_ev": -68106.9766,
  "smiles": "Oc1ccc(O)cc1.Oc1ccc(O)cc1.c1ccncc1.c1ccncc1.c1ccncc1.c1ccncc1.c1ccncc1.c1ccncc1.c1ccncc1"
}